Entry from OMol25: a structure of composition C21H43ErN2P3S (ωB97M-V/def2-TZVPD).

- Total energy: -91752.1064 eV
- Net charge: +3
- ⟨S²⟩: 3.753
- Orbital gap (spin up / spin down): 0.2717 / 0.2738 hartree
- ΔE to the lowest compared entry with this formula, charge and spin: 0.000 eV
- Spin multiplicity: 4

Each line ends with the Mulliken spin population.
Element x y z (Å)
Er: -0.534 -0.370 0.124  3.0522
P: 1.921 0.732 1.704  -0.0073
P: -2.039 1.722 0.947  -0.0072
P: 0.574 1.382 -1.681  -0.0131
H: 0.753 -4.436 -0.058  0.0000
C: 1.769 -4.024 -0.249  -0.0006
C: 2.234 -2.999 0.514  0.0015
H: 1.647 -2.633 1.416  -0.0010
C: 2.529 -0.003 3.272  -0.0008
C: 1.931 2.507 2.279  -0.0008
C: 3.501 0.864 0.768  -0.0011
C: -3.536 1.453 -0.111  0.0004
C: -2.958 2.024 2.487  -0.0009
C: -1.883 3.492 0.497  -0.0012
C: 1.981 0.599 -2.588  0.0000
C: 1.351 3.020 -1.319  -0.0008
C: -0.599 2.039 -2.963  0.0000
H: 2.340 -4.450 -1.100  0.0000
H: 3.033 -2.304 0.189  0.0001
H: 2.158 -1.025 3.410  0.0000
H: 2.220 0.598 4.138  -0.0001
H: 3.626 -0.030 3.216  0.0000
H: 1.207 2.706 3.080  0.0001
H: 1.727 3.193 1.443  0.0001
H: 2.946 2.685 2.679  -0.0001
H: 3.744 -0.086 0.283  0.0004
H: 4.270 1.120 1.508  -0.0003
H: 3.448 1.651 0.007  0.0003
H: -4.247 2.270 0.102  0.0000
H: -4.002 0.487 0.134  -0.0001
H: -3.242 1.481 -1.170  -0.0001
H: -3.862 2.578 2.187  -0.0002
H: -2.402 2.645 3.202  -0.0001
H: -3.269 1.097 2.984  0.0002
H: -2.760 4.027 0.881  -0.0004
H: -1.861 3.620 -0.589  0.0001
H: -0.989 3.944 0.933  0.0001
H: 1.905 0.923 -3.633  -0.0001
H: 1.973 -0.500 -2.557  0.0004
H: 2.932 0.935 -2.155  0.0000
H: 1.571 3.530 -2.274  -0.0003
H: 2.281 2.889 -0.751  0.0002
H: 0.622 3.614 -0.748  0.0000
H: -0.092 2.180 -3.931  -0.0001
H: -0.969 3.012 -2.622  -0.0001
H: -1.467 1.384 -3.087  0.0001
C: -0.794 -2.347 -3.544  -0.0038
C: -1.833 -2.169 -4.485  -0.0012
C: -1.880 -2.952 -5.641  0.0001
C: -0.968 -3.994 -5.826  -0.0020
C: 0.121 -4.114 -4.945  0.0000
C: 0.204 -3.294 -3.820  -0.0004
S: -0.757 -1.412 -2.043  -0.0087
H: -1.081 -2.123 -0.699  0.0064
H: -2.589 -1.409 -4.326  -0.0001
H: -2.623 -2.763 -6.422  -0.0001
H: -1.087 -4.716 -6.648  0.0000
H: 0.910 -4.847 -5.151  -0.0001
H: 1.047 -3.368 -3.150  -0.0001
C: -0.491 0.970 4.265  -0.0003
C: -0.722 -0.395 3.768  0.0002
N: -0.722 -0.800 2.485  -0.0077
C: -1.020 -2.162 2.486  0.0004
C: -1.204 -2.552 3.778  -0.0005
N: -1.016 -1.436 4.577  0.0000
H: -1.399 1.376 4.734  0.0000
H: 0.306 1.006 5.019  0.0000
H: -0.217 1.600 3.413  -0.0002
H: -1.114 -2.766 1.586  -0.0016
H: -1.446 -3.511 4.194  0.0000
H: -1.108 -1.367 5.596  -0.0001

Atoms 1-3, force components in eV/Å:
Er 2.157 1.715 3.671
P 0.578 1.097 -0.113
P -2.080 2.039 -0.331